Entry 1:
Computed, not measured: a structure of composition C25H48BrClO2P2Re, with the ωB97M-V functional and the def2-TZVPD basis.

```
80
C25H48BrClO2P2Re, DFT the ωB97M-V functional and the def2-TZVPD basis
Re 0.000 0.000 0.000
Cl -0.056 0.034 -2.451
P -0.347 -2.340 -0.214
C 0.689 -3.133 -1.581
C -0.072 -3.468 1.246
C -2.094 -2.593 -0.847
C 2.079 -2.531 -1.743
H 0.123 -2.871 -2.476
C 0.800 -4.653 -1.498
H 1.556 -4.959 -0.780
H 1.110 -5.038 -2.470
H -0.128 -5.151 -1.236
H 2.046 -1.602 -2.300
H 2.708 -3.231 -2.296
H 2.561 -2.342 -0.787
H -2.022 -2.056 -1.795
C -3.159 -1.895 -0.008
C -2.504 -4.028 -1.139
H -2.040 -4.419 -2.039
H -3.583 -4.072 -1.290
H -2.269 -4.698 -0.312
H -2.737 -1.140 0.650
H -3.722 -2.598 0.600
H -3.869 -1.399 -0.670
C 1.342 -3.289 1.788
H -0.151 -4.475 0.837
C -1.116 -3.337 2.348
H 2.098 -3.688 1.118
H 1.435 -3.818 2.738
H 1.565 -2.242 1.962
H -1.329 -2.301 2.588
H -0.740 -3.816 3.253
H -2.046 -3.830 2.084
H 1.558 -0.250 -0.406
H -1.571 0.269 -0.334
P 0.338 2.345 -0.166
C -0.834 3.190 -1.384
C 0.231 3.419 1.356
C 2.009 2.616 -0.973
C -2.232 2.588 -1.432
H -0.362 2.971 -2.343
C -0.938 4.705 -1.225
H -1.611 4.976 -0.414
H -1.357 5.128 -2.139
H 0.011 5.198 -1.048
H -2.241 1.645 -1.964
H -2.897 3.275 -1.958
H -2.646 2.426 -0.439
H 1.828 2.123 -1.930
C 3.151 1.874 -0.287
C 2.404 4.060 -1.245
H 1.831 4.506 -2.052
H 3.454 4.096 -1.539
H 2.300 4.687 -0.360
H 2.798 1.173 0.463
H 3.850 2.557 0.189
H 3.709 1.308 -1.032
C -1.129 3.246 2.024
H 0.294 4.441 0.981
C 1.372 3.224 2.346
H -1.904 3.844 1.553
H -1.062 3.560 3.067
H -1.446 2.209 2.004
H 1.492 2.185 2.633
H 1.160 3.795 3.250
H 2.316 3.586 1.951
Br -0.677 2.203 5.111
C -0.260 0.394 5.361
C -0.550 -0.059 6.655
C -0.241 -1.355 7.039
C 0.394 -2.199 6.142
C 0.707 -1.747 4.859
C 0.367 -0.458 4.406
C 0.717 -0.097 2.977
O 1.979 -0.153 2.614
O -0.231 -0.040 2.033
H -1.014 0.602 7.377
H -0.479 -1.695 8.038
H 0.647 -3.206 6.443
H 1.208 -2.427 4.224
```

The calculation puts the orbital gap (alpha / beta) at 8.11 / 7.45 eV. As for the relative energy (zero: lowest compared OMol25 entry of this formula, charge and spin): 14.93 kcal/mol. The LUMO energy (alpha / beta) is 0.7 / -0.9 eV. As for the spin multiplicity: 4. The total energy is -134071.2763 eV.

Entry 2:
Computed, not measured: a structure of composition C31H50NdO3P2, with the ωB97M-V functional and the def2-TZVPD basis.

```
87
C31H50NdO3P2, DFT the ωB97M-V functional and the def2-TZVPD basis
Nd -0.709 -0.022 -0.914
C -2.623 1.782 -0.028
C -3.305 0.975 -0.999
C -3.046 -0.283 0.921
C -2.482 1.002 1.164
C -3.553 -0.304 -0.410
C -2.174 3.188 -0.212
H -2.092 3.447 -1.276
H -1.192 3.365 0.255
H -2.879 3.904 0.243
C -1.881 1.443 2.451
H -1.634 2.511 2.438
H -0.956 0.887 2.673
H -2.559 1.262 3.300
C -3.126 -1.403 1.894
H -4.074 -1.952 1.800
H -3.046 -1.046 2.928
H -2.318 -2.133 1.732
C -4.309 -1.417 -1.046
H -5.314 -1.085 -1.349
H -4.430 -2.256 -0.350
H -3.814 -1.813 -1.946
C -3.813 1.440 -2.319
H -4.802 1.918 -2.218
H -3.931 0.608 -3.027
H -3.148 2.182 -2.780
C 1.478 0.664 -1.721
C 0.542 1.581 -2.176
C 0.037 1.630 -3.608
C -0.920 0.509 -4.109
C -1.214 -0.651 -3.171
C -0.226 -1.513 -2.736
C 1.201 -1.422 -3.268
C 2.135 -0.413 -2.550
H 0.891 1.682 -4.307
H -0.502 0.119 -5.054
H -0.484 2.595 -3.738
H 2.800 0.033 -3.312
H 2.014 0.862 -0.777
H 0.400 2.513 -1.597
H 2.807 -0.976 -1.879
H 1.663 -2.422 -3.181
H -0.461 -2.448 -2.196
H 1.202 -1.196 -4.348
H -1.878 0.972 -4.395
H -2.274 -0.934 -3.100
P 2.397 3.615 0.550
C 2.167 3.953 2.342
H 2.814 4.783 2.658
H 2.386 3.048 2.928
H 1.115 4.228 2.495
C 4.084 2.886 0.656
H 4.755 3.545 1.226
H 4.470 2.762 -0.364
H 4.034 1.900 1.136
C 2.891 5.302 0.000
H 3.366 5.228 -0.987
H 3.585 5.759 0.720
H 1.988 5.918 -0.090
P 1.582 -4.443 -0.450
C 0.797 -6.092 -0.649
H 1.548 -6.864 -0.859
H 0.100 -6.027 -1.492
H 0.230 -6.346 0.254
C 3.231 -4.843 -1.165
H 3.162 -4.809 -2.260
H 3.544 -5.846 -0.842
H 3.964 -4.093 -0.840
C 2.041 -4.588 1.328
H 2.610 -5.510 1.516
H 1.123 -4.587 1.929
H 2.645 -3.718 1.615
O 2.835 0.713 3.505
C 1.751 0.033 3.927
C 1.293 0.196 5.242
C 0.194 -0.537 5.674
C -0.430 -1.467 4.834
C 0.015 -1.633 3.525
C 1.075 -0.859 3.045
C 1.372 -0.732 1.608
O 2.505 -0.344 1.211
O 0.396 -1.009 0.797
H 3.000 0.350 2.571
H 1.822 0.888 5.894
H -0.176 -0.394 6.688
H -1.274 -2.061 5.187
H -0.443 -2.356 2.848
```

The calculation puts the orbital gap (alpha / beta) at 5.79 / 5.95 eV. The net charge is +1. The LUMO energy (alpha / beta) is -4.6 / -4.5 eV. As for the spin multiplicity: 4. The total energy is -72948.8554 eV.

Entry 3:
Computed, not measured: a structure of composition C55H47F2N8O2PSSm, with the ωB97M-V functional and the def2-TZVPD basis.

```
117
C55H47F2N8O2PSSm, DFT the ωB97M-V functional and the def2-TZVPD basis
Sm -16.817 -6.783 15.841
C -16.787 -9.556 21.128
N -16.653 -8.391 20.253
C -17.049 -8.303 18.935
N -16.678 -7.141 18.453
C -16.035 -6.467 19.457
C -16.015 -7.241 20.592
C -15.524 -6.930 21.909
C -14.208 -6.546 22.177
C -13.792 -6.269 23.475
C -14.697 -6.313 24.523
C -16.018 -6.601 24.260
C -16.409 -6.938 22.980
C -15.507 -5.100 19.361
C -14.123 -4.874 19.204
C -13.601 -3.596 19.310
C -14.421 -2.519 19.648
C -15.795 -2.718 19.873
C -16.313 -3.995 19.694
P -17.942 -9.708 18.230
C -16.883 -10.226 16.898
N -16.631 -9.541 15.811
C -15.942 -10.408 14.979
C -15.705 -11.592 15.642
N -16.375 -11.505 16.828
C -16.556 -12.569 17.780
C -15.022 -12.831 15.221
C -13.920 -13.208 15.963
C -13.176 -14.354 15.643
C -13.536 -15.110 14.547
C -14.686 -14.752 13.844
C -15.443 -13.617 14.155
C -15.603 -10.177 13.572
C -14.320 -10.357 13.088
C -14.067 -10.195 11.724
C -15.112 -9.946 10.819
C -16.435 -9.812 11.310
C -16.643 -9.903 12.671
C -19.258 -8.868 17.361
N -19.230 -7.927 16.451
C -20.531 -7.622 16.147
C -21.363 -8.393 16.927
N -20.530 -9.143 17.708
C -20.950 -10.002 18.827
C -22.815 -8.332 17.085
C -23.418 -7.211 17.671
C -24.789 -7.156 17.926
C -25.560 -8.259 17.599
C -25.002 -9.377 16.989
C -23.632 -9.403 16.755
C -20.976 -6.684 15.073
C -21.377 -5.400 15.385
C -21.902 -4.560 14.412
C -22.095 -5.039 13.123
C -21.643 -6.322 12.825
C -21.128 -7.174 13.786
H -16.215 -10.418 20.775
H -16.389 -9.291 22.096
H -17.835 -9.842 21.241
H -13.489 -6.559 21.359
H -12.755 -6.016 23.683
H -14.360 -6.121 25.539
H -16.742 -6.571 25.069
H -17.465 -7.100 22.768
H -13.486 -5.742 19.061
H -12.531 -3.465 19.166
H -13.950 -1.552 19.825
H -16.478 -1.912 20.129
H -17.391 -4.162 19.806
H -16.915 -13.479 17.292
H -15.616 -12.795 18.302
H -17.357 -12.264 18.463
H -13.584 -12.634 16.804
H -12.361 -14.600 16.259
H -12.956 -15.993 14.249
H -15.053 -15.382 13.021
H -16.279 -13.352 13.528
H -13.519 -10.577 13.774
H -13.051 -10.214 11.372
H -14.897 -9.796 9.761
H -17.300 -9.590 10.655
H -17.650 -9.801 13.086
H -22.021 -9.845 19.010
H -20.823 -11.068 18.595
H -20.389 -9.829 19.720
H -22.836 -6.338 17.979
H -25.260 -6.246 18.372
H -26.624 -8.209 17.815
H -25.620 -10.238 16.681
H -23.166 -10.229 16.255
H -21.232 -5.009 16.392
H -22.137 -3.510 14.624
H -22.526 -4.431 12.330
H -21.764 -6.667 11.815
H -20.831 -8.191 13.532
O -14.363 -7.232 16.896
C -13.324 -7.794 16.083
C -13.413 -7.331 14.663
C -12.253 -7.051 13.956
C -12.379 -6.626 12.647
C -13.627 -6.500 12.111
C -14.729 -6.861 12.862
N -14.656 -7.243 14.150
H -14.324 -6.230 16.776
H -13.470 -8.866 16.093
H -12.323 -7.559 16.498
H -11.275 -7.140 14.443
H -11.512 -6.401 12.048
H -13.819 -6.218 11.065
H -15.708 -6.895 12.424
O -17.398 -4.622 16.709
S -16.228 -3.844 16.169
N -15.090 -4.760 16.022
F -16.846 -4.699 12.980
C -17.453 -5.823 13.578
F -18.762 -5.378 13.808
H -17.543 -6.593 12.774
```

The calculation puts the orbital gap (alpha / beta) at 7.63 / 7.98 eV. The net charge is +1. The LUMO energy (alpha / beta) is -2.3 / -1.9 eV. As for the spin multiplicity: 6. The total energy is -117274.3965 eV.

Entry 4:
Computed, not measured: a structure of composition C29H62O7PPdSi4, with the ωB97M-V functional and the def2-TZVPD basis.

```
104
C29H62O7PPdSi4, DFT the ωB97M-V functional and the def2-TZVPD basis
Pd -0.442 -0.174 0.371
C -2.419 -2.388 4.172
C -1.722 -2.146 2.847
O -1.288 -1.022 2.594
C -1.563 -3.265 1.937
C -1.519 -4.576 2.439
C -1.247 -5.647 1.625
C -1.004 -5.404 0.266
C -1.082 -4.141 -0.259
C -1.420 -3.020 0.543
O -1.643 -1.872 -0.010
H -2.720 -1.437 4.597
H -1.733 -2.874 4.869
H -3.286 -3.034 4.043
H -1.668 -4.738 3.500
H -1.191 -6.649 2.029
H -0.731 -6.227 -0.384
H -0.834 -3.959 -1.291
C -1.282 1.393 -2.316
C 0.198 1.641 -2.474
O 0.797 1.661 -1.187
C 2.210 1.535 -1.246
C 2.718 1.072 0.099
H -1.761 1.356 -3.292
H -1.759 2.175 -1.728
H -1.453 0.426 -1.822
H 0.385 2.608 -2.966
H 0.647 0.853 -3.085
H 2.637 2.515 -1.510
H 2.489 0.818 -2.024
H 2.513 1.800 0.884
H 3.794 0.911 0.048
H 2.244 0.122 0.356
C -0.231 -0.795 -5.582
C 0.041 -1.938 -4.610
C 0.839 -3.027 -5.318
C -1.260 -2.486 -4.048
O 0.831 -1.345 -3.571
P 1.416 -2.102 -2.266
O 1.261 -3.575 -2.382
O 0.948 -1.408 -1.018
O 2.967 -1.671 -2.523
C 4.067 -2.458 -2.053
C 5.271 -1.526 -2.131
C 4.262 -3.648 -2.986
C 3.850 -2.931 -0.619
H -0.783 -1.162 -6.449
H 0.711 -0.363 -5.920
H -0.816 -0.016 -5.102
H 0.253 -3.434 -6.143
H 1.088 -3.824 -4.620
H 1.765 -2.609 -5.716
H -1.894 -2.854 -4.857
H -1.795 -1.713 -3.494
H -1.054 -3.307 -3.367
H 5.368 -1.130 -3.141
H 6.185 -2.064 -1.874
H 5.152 -0.691 -1.444
H 4.484 -3.298 -3.995
H 3.351 -4.243 -3.011
H 5.091 -4.268 -2.637
H 3.608 -2.088 0.022
H 4.759 -3.410 -0.251
H 3.027 -3.643 -0.570
C -4.029 0.341 2.376
Si -3.286 1.920 1.669
C -4.037 2.078 -0.055
C -4.031 3.327 2.698
Si -0.916 1.855 1.599
Si -0.282 4.040 0.831
C -0.849 4.484 -0.915
C -1.056 5.440 1.852
C 1.565 4.433 0.905
Si 0.038 1.859 3.801
C -0.201 3.504 4.715
C 1.908 1.643 3.622
C -0.465 0.604 5.110
H -5.112 0.348 2.227
H -3.831 0.253 3.445
H -3.617 -0.538 1.881
H -5.128 2.074 0.025
H -3.742 1.237 -0.682
H -3.742 2.996 -0.563
H -5.068 3.085 2.940
H -4.030 4.270 2.155
H -3.495 3.482 3.634
H -1.917 4.308 -1.046
H -0.314 3.918 -1.675
H -0.666 5.547 -1.088
H -2.140 5.392 1.869
H -0.773 6.393 1.397
H -0.716 5.450 2.879
H 2.168 3.750 0.311
H 1.932 4.408 1.931
H 1.722 5.444 0.520
H 0.455 4.279 4.325
H 0.046 3.362 5.770
H -1.224 3.870 4.656
H 2.358 2.444 3.036
H 2.145 0.700 3.127
H 2.382 1.638 4.607
H -1.527 0.670 5.344
H 0.100 0.819 6.022
H -0.250 -0.409 4.797
```

The calculation puts the orbital gap (alpha / beta) at 7.30 / 6.74 eV. As for the relative energy (zero: lowest compared OMol25 entry of this formula, charge and spin): 0.00 kcal/mol. The net charge is -1. The LUMO energy (alpha / beta) is 2.7 / 1.7 eV. As for the spin multiplicity: 3. The total energy is -89698.4821 eV.

Entry 5:
Computed, not measured: the molecule C4H4O2, with the ωB97M-V functional and the def2-TZVPD basis.

```
10
C4H4O2, DFT the ωB97M-V functional and the def2-TZVPD basis
O -0.381 1.616 -0.045
C -0.120 0.260 0.100
C -1.354 -0.557 -0.175
O -2.440 -0.029 -0.226
C 1.198 -0.154 -0.358
C 2.365 -0.438 -0.294
H -1.353 1.704 -0.046
H 0.162 -0.145 1.112
H -1.213 -1.649 -0.170
H 3.308 -0.713 0.111
```

The calculation puts the orbital gap at 10.58 eV. As for the relative energy (zero: lowest compared OMol25 entry of this formula, charge and spin): 61.49 kcal/mol. The LUMO energy is 0.6 eV. The total energy is -8304.4109 eV.

Entry 6:
Computed, not measured: a cluster of 2 separate species, C2H7N2S in total, with the ωB97M-V functional and the def2-TZVPD basis.

```
12
C2H7N2S, DFT the ωB97M-V functional and the def2-TZVPD basis
C 1.784 0.643 -0.569
C 2.782 -0.066 0.200
N 0.580 0.675 -0.870
N -1.570 -0.626 -0.021
S 3.276 1.406 -0.791
H 3.108 -0.018 1.213
H 3.113 -0.990 -0.249
H -0.761 0.029 -0.057
H 0.182 1.365 -1.433
H -2.344 -0.226 0.458
H -1.085 -1.384 0.453
H -1.820 -0.988 -0.945
```

The calculation puts the orbital gap at 9.54 eV. As for the relative energy (zero: lowest compared OMol25 entry of this formula, charge and spin): 40.43 kcal/mol. The net charge is +1. The LUMO energy is -3.6 eV. The total energy is -15995.0045 eV.

Entry 7:
Computed, not measured: a cluster of 2 separate species, C4H12P2 in total, with the ωB97M-V functional and the def2-TZVPD basis.

```
18
C4H12P2, DFT the ωB97M-V functional and the def2-TZVPD basis
C 2.804 -0.287 -0.106
C 0.095 0.156 1.610
C 1.378 -0.218 -0.690
C 0.421 0.600 0.123
P -0.159 2.135 -0.382
P -3.363 -0.093 0.047
H 2.891 0.431 0.653
H 3.574 -0.087 -0.887
H 2.808 -1.345 0.247
H -0.247 -0.884 1.653
H -0.699 1.003 1.846
H 0.932 0.435 2.331
H 1.454 0.020 -1.745
H 1.052 -1.245 -0.540
H 0.173 2.118 -1.744
H -2.032 -0.123 -0.078
H -3.080 -1.065 0.966
H -4.015 -0.986 -0.816
```

The calculation puts the orbital gap at 8.98 eV. As for the relative energy (zero: lowest compared OMol25 entry of this formula, charge and spin): 67.09 kcal/mol. The LUMO energy is 0.2 eV. The total energy is -22916.8084 eV.

Entry 8:
Computed, not measured: the molecule C6H10, with the ωB97M-V functional and the def2-TZVPD basis.

```
16
C6H10, DFT the ωB97M-V functional and the def2-TZVPD basis
C 2.058 0.247 0.396
C 0.612 0.530 0.161
C -0.059 1.568 -0.346
C -1.412 0.901 -0.255
C -0.648 -0.294 0.401
C -0.774 -1.651 -0.277
H 2.410 -0.567 -0.250
H 2.662 1.134 0.176
H 2.253 -0.053 1.432
H 0.253 2.548 -0.701
H -2.170 1.386 0.371
H -1.864 0.648 -1.223
H -0.890 -0.390 1.469
H -1.804 -2.022 -0.215
H -0.502 -1.588 -1.337
H -0.124 -2.396 0.197
```

The calculation puts the orbital gap at 10.16 eV. As for the relative energy (zero: lowest compared OMol25 entry of this formula, charge and spin): 22.71 kcal/mol. The LUMO energy is 1.2 eV. The total energy is -6382.8746 eV.